This record from the OMol25 dataset describes C39H32Cl2F5N6O2Se2Tc as an isolated structure in a non-equilibrium geometry. The level of theory is wB97M-V/def2-TZVPD.

Last column: Löwdin spin population.
Cartesian coordinates (Å):
Tc -1.108 -1.315 1.354  2.39
Cl 2.748 -6.471 3.616  0.00
C 1.551 -5.565 2.779  0.01
C 1.562 -4.182 2.910  0.01
C 0.605 -3.435 2.237  0.01
N 0.473 -2.037 2.276  0.08
C 1.440 -1.204 2.762  0.03
O 2.498 -1.525 3.262  0.07
C 1.089 0.247 2.605  0.00
C 1.992 1.215 3.008  0.00
C 1.660 2.548 2.822  0.01
C 0.441 2.857 2.244  0.00
C -0.408 1.829 1.864  0.01
N -0.092 0.549 2.042  0.02
C -0.364 -4.084 1.421  0.01
C -0.369 -5.467 1.312  0.00
C 0.595 -6.200 1.994  0.01
Cl 0.573 -7.913 1.846  0.00
N -1.263 -3.211 0.803  0.05
C -2.168 -3.585 -0.145  0.02
O -2.363 -4.699 -0.585  0.05
C -2.958 -2.419 -0.673  0.01
C -3.842 -2.604 -1.726  0.00
C -4.475 -1.495 -2.258  0.01
C -4.195 -0.239 -1.735  0.00
C -3.307 -0.138 -0.680  0.02
N -2.720 -1.210 -0.146  0.02
H 2.308 -3.715 3.526  0.00
H 2.921 0.896 3.457  0.00
H 2.339 3.332 3.127  0.00
H 0.136 3.882 2.089  0.00
H -1.370 2.040 1.419  0.00
H -1.097 -5.976 0.706  0.00
H -3.992 -3.605 -2.102  0.00
H -5.171 -1.603 -3.079  0.00
H -4.658 0.653 -2.133  0.00
H -3.064 0.821 -0.238  0.00
C -0.748 4.675 -2.237  0.00
C -0.367 3.589 -1.240  0.00
C -1.036 2.246 -1.522  0.00
C -0.494 1.519 -2.742  0.00
N 0.910 1.170 -2.593  0.00
C 1.391 0.167 -1.827  0.00
Se 0.439 -1.163 -0.942  0.02
N 2.736 0.157 -1.918  0.00
C 3.631 -0.738 -1.183  0.00
C 3.728 -0.378 0.297  0.00
C 4.266 1.021 0.578  0.00
C 5.745 1.185 0.256  0.00
C 3.135 1.178 -2.766  0.00
C 4.392 1.571 -3.214  0.00
C 4.437 2.637 -4.090  0.00
C 3.274 3.287 -4.516  0.00
C 2.024 2.892 -4.084  0.00
C 1.975 1.825 -3.193  0.00
H -0.295 5.630 -1.973  0.00
H -1.829 4.818 -2.266  0.00
H -0.424 4.438 -3.251  0.00
H -0.648 3.916 -0.237  0.00
H 0.720 3.460 -1.214  0.00
H -2.110 2.396 -1.672  0.00
H -0.920 1.574 -0.672  0.00
H -0.577 2.128 -3.641  0.00
H -1.041 0.590 -2.919  0.00
H 4.600 -0.678 -1.676  0.00
H 3.257 -1.754 -1.312  0.00
H 4.368 -1.126 0.772  0.00
H 2.739 -0.499 0.738  0.00
H 4.108 1.240 1.637  0.00
H 3.675 1.765 0.029  0.00
H 6.343 0.445 0.792  0.00
H 6.106 2.172 0.542  0.00
H 5.954 1.065 -0.808  0.00
H 5.294 1.065 -2.905  0.00
H 5.395 2.974 -4.462  0.00
H 3.357 4.112 -5.210  0.00
H 1.133 3.390 -4.434  0.00
F -7.890 0.285 1.634  0.00
C -6.692 -0.124 2.015  0.00
C -5.587 0.701 1.854  0.00
F -5.720 1.909 1.309  0.00
C -4.344 0.256 2.263  0.00
F -3.298 1.094 2.117  0.01
C -4.137 -1.003 2.801  0.02
Se -2.423 -1.654 3.360  0.09
C -5.261 -1.808 2.956  0.00
F -5.139 -3.026 3.471  0.00
C -6.526 -1.383 2.578  0.00
F -7.574 -2.179 2.737  0.00

Atomic forces in eV per Å
Tc 0.433 1.011 -0.880
Cl 0.076 -0.044 0.060
C -0.033 0.070 -0.013
C -0.184 -0.080 -0.145
C -0.311 -0.712 -0.331
N -0.061 -0.048 0.207
C 0.179 0.055 0.305
O -0.098 0.022 -0.080
C 0.141 0.244 0.105
C -0.283 -0.073 0.040
C -0.012 -0.040 0.026
C -0.068 -0.084 -0.028
C -0.085 0.249 0.088
N -0.048 -0.422 -0.097
C 0.633 -0.102 0.558
C 0.181 0.139 0.117
C -0.037 0.057 -0.022
Cl -0.011 -0.075 -0.022
N -0.017 0.169 -0.245
C -0.259 -0.291 -0.087
O 0.065 0.149 0.077
C -0.215 0.009 -0.313
C 0.129 0.081 0.190
C 0.000 0.015 0.007
C 0.066 -0.017 0.055
C -0.224 0.173 0.050
N 0.268 -0.140 0.336
H 0.016 0.040 0.026
H -0.039 -0.021 0.043
H 0.009 0.011 0.005
H -0.008 0.018 0.001
H 0.051 -0.008 0.061
H -0.037 -0.006 -0.028
H 0.007 -0.019 0.004
H -0.010 -0.001 -0.008
H -0.007 0.015 0.012
H -0.078 -0.137 -0.040
C -0.008 0.041 -0.016
C 0.027 -0.026 -0.004
C -0.029 0.123 -0.081
C -0.135 -0.132 -0.132
N 0.215 -0.149 0.218
C 0.070 0.198 0.256
Se -0.262 -0.608 -0.251
N -0.265 0.161 0.050
C 0.031 -0.065 0.041
C 0.079 -0.005 -0.118
C 0.021 -0.002 -0.014
C 0.059 0.009 -0.003
C -0.029 0.170 -0.192
C -0.057 -0.007 0.020
C 0.089 -0.013 0.003
C -0.040 0.059 -0.047
C -0.004 -0.037 0.059
C 0.256 0.018 -0.098
H 0.012 0.002 0.004
H -0.015 0.003 0.020
H -0.004 -0.018 -0.016
H -0.052 0.014 0.004
H 0.003 0.007 0.000
H 0.027 0.019 -0.005
H 0.037 -0.053 0.046
H 0.000 -0.010 -0.007
H -0.020 0.037 0.048
H 0.003 -0.002 0.007
H 0.014 0.015 0.046
H -0.010 -0.004 0.030
H 0.013 -0.004 -0.083
H 0.092 -0.026 -0.123
H -0.004 0.010 0.008
H -0.004 -0.007 0.021
H -0.009 0.013 -0.006
H -0.004 -0.013 0.003
H 0.007 -0.005 -0.005
H 0.005 -0.004 0.000
H -0.006 0.001 -0.003
H -0.014 0.004 -0.007
F -0.056 0.030 -0.027
C 0.223 -0.102 0.077
C -0.008 -0.136 0.088
F -0.022 0.042 -0.034
C 0.006 -0.027 0.136
F -0.017 0.029 -0.066
C -0.152 -0.112 0.045
Se -0.255 0.206 0.205
C 0.055 0.037 -0.065
F -0.032 -0.016 0.001
C 0.071 0.124 -0.060
F -0.032 -0.002 -0.009

As for the spin multiplicity: 4. Its orbital gap (alpha / beta) is 6.52 / 5.95 eV. For the strongest force on any atom, the calculation gives 1.41 eV Å⁻¹. For the relative energy (zero: lowest compared OMol25 entry of this formula, charge and spin), the calculation gives 27.8 kcal per mole. The energy comes out at -8287.67246 Eh. The total charge is +1.


This record from the OMol25 dataset describes C39H32FN6OTc as an isolated structure in a non-equilibrium geometry. The level of theory is wB97M-V/def2-TZVPD.

Last column: Löwdin charge in e.
Cartesian coordinates (Å):
Tc 0.602 0.002 0.166  1.49
C -3.612 0.974 -0.119  0.01
C -2.166 0.841 0.229  -0.25
N -1.330 0.158 -0.494  -0.13
N -1.703 -0.502 -1.630  0.12
C -0.668 -1.204 -2.099  -0.39
O 0.501 -1.216 -1.534  -0.16
C -0.857 -2.012 -3.318  -0.16
C -2.040 -1.941 -4.057  -0.03
C -2.188 -2.720 -5.193  -0.05
C -1.162 -3.568 -5.594  -0.05
C 0.018 -3.638 -4.863  -0.06
C 0.171 -2.860 -3.727  -0.02
C -1.567 1.492 1.416  -0.22
C -2.263 2.382 2.209  0.03
C -1.635 2.965 3.303  0.00
C -0.329 2.620 3.598  -0.01
C 0.314 1.712 2.778  -0.08
N -0.275 1.167 1.702  -0.02
H -3.851 0.332 -0.960  0.07
H -3.842 2.010 -0.395  0.11
H -4.246 0.704 0.732  0.10
H -2.833 -1.275 -3.739  0.11
H -3.105 -2.669 -5.768  0.12
H -1.282 -4.179 -6.482  0.12
H 0.815 -4.298 -5.183  0.11
H 1.084 -2.907 -3.143  0.11
H -3.291 2.623 1.965  0.13
H -2.168 3.684 3.920  0.13
H 0.189 3.031 4.457  0.13
H 1.322 1.393 2.989  0.09
C 0.646 -4.003 1.668  -0.01
C 0.865 -2.806 1.038  -0.09
N -0.004 -1.772 1.162  -0.05
C -1.119 -1.942 1.885  -0.06
C -1.423 -3.128 2.524  -0.18
C -0.508 -4.167 2.422  0.03
C -2.659 -3.241 3.344  -0.03
C -3.921 -2.996 2.995  -0.01
C -4.494 -2.679 1.657  -0.27
C -5.844 -2.388 1.557  0.00
C -6.352 -2.123 0.295  -0.10
N -5.596 -2.174 -0.803  0.10
C -4.313 -2.490 -0.605  -0.20
N -3.716 -2.717 0.567  0.14
H 1.367 -4.805 1.558  0.13
H 1.737 -2.643 0.415  0.10
H -1.800 -1.108 1.970  0.11
H -0.710 -5.114 2.914  0.14
H -2.486 -3.558 4.371  0.12
H -4.667 -3.098 3.779  0.12
H -6.483 -2.377 2.435  0.12
H -7.397 -1.863 0.155  0.12
H -3.692 -2.573 -1.491  0.10
F 5.767 3.263 -0.575  0.11
C 4.520 2.813 -0.688  -0.26
C 4.235 1.757 -1.425  0.07
C 2.829 1.261 -1.459  -0.18
C 1.775 2.175 -0.869  -0.22
C 0.442 1.846 -1.139  -0.05
C 2.204 3.291 -0.056  -0.01
C 3.509 3.596 0.015  0.07
H 5.013 1.241 -1.973  0.15
H 2.526 0.849 -2.425  0.17
H 0.224 1.443 -2.121  0.10
H -0.307 2.537 -0.767  0.10
H 1.455 3.929 0.401  0.13
H 3.843 4.479 0.552  0.14
C 2.415 0.375 -0.320  -0.18
C 3.346 -0.275 0.615  -0.25
C 3.469 0.098 1.950  -0.03
C 4.406 -0.527 2.762  -0.04
C 5.199 -1.540 2.246  -0.03
C 5.063 -1.934 0.910  -0.03
C 4.148 -1.303 0.092  -0.03
H 2.873 0.913 2.341  0.08
H 4.522 -0.214 3.794  0.12
H 5.936 -2.023 2.879  0.12
H 5.683 -2.730 0.509  0.12
H 4.040 -1.602 -0.951  0.14

Atomic forces in eV per Å
Tc 1.318 0.270 -0.048
C 0.044 0.076 0.106
C 0.093 -0.289 -0.285
N -0.261 0.029 0.022
N 0.582 -0.050 0.253
C -0.094 0.146 0.169
O -0.378 0.128 0.056
C 0.038 0.086 0.144
C -0.050 0.020 0.049
C -0.025 0.014 0.010
C 0.005 -0.047 -0.052
C 0.003 0.011 0.006
C 0.112 -0.057 0.004
C 0.175 -0.133 -0.044
C -0.198 0.118 0.059
C -0.183 0.139 0.062
C 0.013 0.066 0.133
C -0.302 -0.227 -0.317
N 0.052 0.341 0.374
H 0.005 -0.001 -0.003
H 0.028 -0.093 0.048
H 0.076 0.027 -0.052
H 0.047 -0.041 -0.027
H 0.059 0.010 0.044
H 0.004 0.073 0.089
H -0.053 0.041 0.034
H -0.095 -0.011 -0.090
H 0.101 -0.004 0.040
H 0.064 -0.141 -0.091
H -0.064 -0.038 -0.121
H -0.132 0.031 0.021
C 0.010 -0.227 0.115
C -0.249 0.407 -0.118
N 0.176 -0.378 -0.218
C 0.300 0.166 -0.149
C -0.355 -0.160 0.142
C -0.037 -0.197 0.089
C 0.308 -0.020 0.032
C -0.213 0.028 -0.310
C 0.357 -0.039 0.242
C -0.296 0.036 0.138
C 0.039 0.051 -0.201
N 0.248 -0.086 0.286
C -0.151 0.004 0.226
N -0.029 0.030 -0.202
H -0.089 0.064 0.022
H -0.124 0.019 0.011
H 0.024 0.065 -0.073
H 0.033 0.107 -0.035
H -0.012 0.032 -0.104
H 0.058 -0.003 -0.098
H 0.070 0.014 -0.136
H 0.082 -0.047 0.002
H -0.001 0.060 0.070
F -0.021 0.070 0.028
C -0.007 0.532 0.374
C -0.141 -0.576 -0.279
C 0.113 -0.078 0.139
C -0.109 -0.271 0.081
C -0.054 0.167 -0.441
C -0.017 -0.004 0.134
C 0.196 0.095 0.010
H -0.086 -0.004 0.016
H -0.068 0.004 0.043
H -0.001 -0.089 0.000
H 0.025 -0.031 0.076
H 0.043 -0.096 -0.032
H 0.011 -0.116 -0.052
C -0.735 -0.006 -0.484
C -0.498 0.049 0.019
C -0.022 0.095 0.144
C 0.090 -0.123 0.117
C -0.022 -0.018 -0.043
C 0.035 0.002 0.042
C 0.014 -0.175 -0.130
H 0.244 -0.046 -0.162
H -0.017 -0.048 -0.116
H -0.084 0.045 -0.081
H -0.055 0.115 0.068
H 0.032 0.087 0.202

As for the spin multiplicity: 1. Its orbital gap is 6.62 eV. For the strongest force on any atom, the calculation gives 1.35 eV Å⁻¹. For the relative energy (zero: lowest compared OMol25 entry of this formula, charge and spin), the calculation gives 6.1 kcal per mole. The energy comes out at -2089.22182 Eh. The total charge is +2.


This record from the OMol25 dataset describes C39H32IrN3O5PSSe as an isolated structure. The level of theory is wB97M-V/def2-TZVPD.

Last column: Löwdin spin population.
Cartesian coordinates (Å):
Ir -0.172 0.383 0.078  0.48
O -1.475 -0.763 -1.607  0.18
C -1.165 -1.745 -2.404  0.01
C -2.107 -2.718 -2.802  0.01
C -1.775 -3.658 -3.747  0.00
C -0.502 -3.699 -4.335  0.01
C 0.438 -2.791 -3.924  0.00
C 0.124 -1.823 -2.954  0.00
C 1.171 -1.005 -2.449  0.00
N 1.188 -0.194 -1.444  0.03
C 2.502 0.387 -1.144  0.00
C 2.747 0.112 0.316  0.01
N 1.611 0.688 1.030  0.01
C 1.836 1.374 2.092  0.00
C 0.874 1.947 2.968  0.00
C 1.335 2.686 4.078  0.00
C 0.471 3.137 5.036  0.00
C -0.893 2.814 4.912  0.00
C -1.370 2.097 3.847  0.00
C -0.499 1.668 2.817  0.00
O -1.021 1.027 1.815  0.02
H -3.078 -2.746 -2.325  0.00
H -2.515 -4.397 -4.030  0.00
H -0.265 -4.447 -5.078  0.00
H 1.443 -2.817 -4.329  0.00
H 2.119 -1.116 -2.976  0.00
H 2.468 1.463 -1.323  0.00
H 3.274 -0.065 -1.766  0.00
H 3.681 0.552 0.669  0.00
H 2.762 -0.966 0.498  0.00
H 2.881 1.497 2.375  0.00
H 2.399 2.879 4.162  0.00
H 0.826 3.706 5.883  0.00
H -1.587 3.133 5.680  0.00
H -2.416 1.836 3.770  0.00
O -0.389 -3.323 -0.231  0.00
S -0.954 -2.713 0.945  0.00
O -0.946 -3.496 2.148  0.00
O -0.357 -1.371 1.227  0.00
C -2.713 -2.452 0.590  0.00
C -3.418 -3.647 0.721  0.00
C -4.771 -3.728 0.451  0.00
C -5.457 -2.590 0.058  0.00
C -4.773 -1.395 -0.061  0.00
C -3.399 -1.294 0.190  0.01
P -2.724 0.387 -0.100  0.13
C -3.522 1.410 1.205  0.01
C -3.199 2.767 1.301  0.01
C -3.840 3.587 2.212  0.00
C -4.794 3.062 3.075  0.01
C -5.074 1.707 3.034  0.00
C -4.441 0.884 2.109  0.01
C -3.541 1.023 -1.611  0.01
C -3.947 0.162 -2.629  0.01
C -4.529 0.647 -3.788  0.00
C -4.705 2.012 -3.963  0.01
C -4.307 2.880 -2.960  0.00
C -3.736 2.392 -1.794  0.01
H -2.877 -4.525 1.046  0.00
H -5.285 -4.674 0.554  0.00
H -6.517 -2.626 -0.154  0.00
H -5.318 -0.511 -0.369  0.00
H -2.399 3.171 0.694  0.00
H -3.574 4.635 2.267  0.00
H -5.294 3.701 3.790  0.00
H -5.787 1.277 3.726  0.00
H -4.664 -0.172 2.113  0.00
H -3.812 -0.901 -2.522  0.00
H -4.834 -0.049 -4.559  0.00
H -5.139 2.397 -4.876  0.00
H -4.426 3.949 -3.083  0.00
H -3.435 3.103 -1.042  0.00
Se 0.011 2.704 -0.713  0.00
C -0.544 2.860 -2.531  0.00
C -0.695 4.149 -3.035  0.00
C -1.060 4.311 -4.362  0.00
N -1.289 3.303 -5.201  0.00
C -1.150 2.076 -4.702  0.00
C -0.779 1.799 -3.395  0.00
H -0.535 5.016 -2.406  0.00
H -1.176 5.310 -4.770  0.00
H -1.351 1.257 -5.385  0.00
H -0.715 0.777 -3.057  0.00

Atomic forces in eV per Å
Ir -0.781 0.228 0.376
O 0.024 -0.168 -0.108
C -0.028 0.060 0.007
C -0.023 -0.030 0.037
C 0.026 -0.022 0.003
C -0.014 0.010 -0.006
C -0.004 0.011 0.002
C 0.065 -0.033 0.018
C -0.011 0.015 0.037
N 0.026 -0.094 -0.095
C -0.022 -0.011 0.009
C 0.002 0.015 0.013
N 0.223 -0.014 -0.015
C -0.029 -0.050 -0.028
C -0.025 -0.033 0.002
C 0.003 -0.007 -0.013
C -0.025 0.003 -0.008
C 0.028 0.006 0.014
C -0.014 -0.040 -0.006
C 0.077 0.083 0.074
O 0.143 -0.052 -0.083
H -0.004 0.020 0.002
H 0.002 0.001 -0.007
H -0.001 -0.001 0.003
H -0.001 -0.007 0.002
H 0.003 -0.011 0.005
H 0.002 0.001 0.000
H 0.002 0.002 0.000
H 0.002 0.009 -0.010
H 0.004 -0.001 0.006
H 0.001 0.003 0.013
H 0.000 -0.002 0.005
H 0.003 -0.003 0.001
H -0.001 0.003 0.002
H 0.047 -0.005 0.018
O -0.038 0.034 -0.075
S -0.061 -0.010 -0.002
O -0.013 0.013 0.017
O 0.184 0.020 -0.041
C 0.002 0.027 -0.007
C 0.016 -0.001 -0.020
C 0.001 -0.001 -0.002
C -0.006 -0.008 0.005
C 0.007 0.016 0.011
C -0.034 0.005 0.007
P 0.343 -0.089 -0.060
C -0.019 0.007 -0.001
C -0.052 0.016 -0.009
C -0.013 0.002 -0.034
C -0.014 0.013 0.006
C -0.005 0.003 0.010
C 0.033 -0.011 -0.042
C 0.045 0.012 -0.023
C -0.009 -0.026 -0.030
C 0.003 0.008 0.002
C 0.024 -0.008 0.002
C 0.028 0.011 -0.031
C 0.041 0.028 0.049
H 0.000 -0.003 -0.001
H -0.001 0.001 0.001
H 0.000 -0.002 0.000
H 0.001 0.002 0.018
H -0.009 0.018 -0.011
H 0.006 -0.001 -0.002
H 0.001 0.000 0.001
H 0.000 -0.003 -0.005
H -0.018 -0.022 -0.009
H 0.010 0.021 0.007
H 0.001 0.006 -0.003
H -0.004 -0.004 0.001
H -0.005 0.001 -0.002
H 0.010 -0.024 0.000
Se -0.127 0.072 0.001
C 0.051 -0.053 -0.016
C 0.008 0.009 -0.006
C 0.000 0.007 0.025
N -0.012 -0.016 -0.010
C -0.041 0.025 -0.008
C -0.033 0.013 0.026
H 0.008 0.003 -0.007
H -0.005 -0.003 0.002
H 0.006 -0.007 -0.001
H -0.009 0.011 -0.004

As for the spin multiplicity: 2. Its orbital gap (alpha / beta) is 7.46 / 5.87 eV. For the strongest force on any atom, the calculation gives 0.90 eV Å⁻¹. For the relative energy (zero: lowest compared OMol25 entry of this formula, charge and spin), the calculation gives 27.0 kcal per mole. The energy comes out at -5291.14600 Eh. The total charge is 0.